Record 1
A cluster of 2 separate species, C4H11NO3S in total at a distorted geometry, computed with ωB97M-V/def2-TZVPD.

Calculated total energy: -837.49970 Eh
HOMO-LUMO gap (alpha / beta): 0.335 / 0.301 hartree
LUMO (alpha / beta): -0.202 / -0.019 eV
Largest force on an atom: 3.87 eV/A
HOMO energy (alpha / beta): -9.3 / -8.2 eV

ORCA input file:
```
! RIJCOSX wB97M-V def2-TZVPD def2/J DEFGRID3
* xyz 0 1
C -0.317 1.751 -1.138
C 0.709 1.052 1.089
C 1.378 -2.222 0.050
C -0.037 0.719 -0.103
N 1.236 -1.187 -0.929
O -2.516 0.706 0.321
O -1.771 -1.007 -1.196
O -1.288 -1.278 1.178
S -1.363 -0.433 0.057
H -1.359 2.146 -0.858
H 0.245 2.609 -0.894
H -0.339 1.513 -2.227
H 0.261 0.519 2.045
H 0.606 2.089 1.336
H 1.745 0.818 1.077
H 0.821 -3.157 -0.040
H 2.451 -2.459 -0.126
H 1.376 -1.543 0.913
H 0.840 -1.463 -1.783
H -2.677 0.828 1.228
*
```

***

Record 2
The ion C4H11N4 with charge +1 at a distorted geometry, computed with ωB97M-V/def2-TZVPD.

SMILES string: N#C[C@H](N)[C@@H](N)C[NH3+]
Calculated total energy: -377.73640 Eh
HOMO-LUMO gap: 0.371 hartree
LUMO: -3.580 eV
Largest force on an atom: 4.41 eV/A
HOMO energy: -13.7 eV

ORCA input file:
```
! RIJCOSX wB97M-V def2-TZVPD def2/J DEFGRID3
* xyz 1 1
N 2.378 -1.557 0.627
C 1.933 -0.658 0.049
C 1.272 0.514 -0.528
N 1.731 1.646 0.258
C -0.219 0.345 -0.615
N -0.736 -0.724 -1.462
C -0.743 0.029 0.876
N -2.046 -0.672 0.837
H 1.791 0.788 -1.417
H 2.659 1.889 -0.142
H 1.798 1.527 1.314
H -0.855 1.271 -0.832
H -0.829 -0.410 -2.413
H -0.198 -1.568 -1.578
H -0.088 -0.634 1.341
H -0.876 0.900 1.583
H -2.898 -0.167 0.922
H -1.957 -1.600 1.471
H -2.116 -0.917 -0.290
*
```

***

Record 3
A cluster of 2 separate species, C13H19N2O4PS in total at a distorted geometry, computed with ωB97M-V/def2-TZVPD.

Calculated total energy: -1655.83627 Eh
HOMO-LUMO gap: 0.269 hartree
LUMO: -8.504 eV
Largest force on an atom: 7.60 eV/A
HOMO energy: -15.8 eV

ORCA input file:
```
! RIJCOSX wB97M-V def2-TZVPD def2/J DEFGRID3
* xyz 2 1
O 7.475 -2.316 -1.216
P 7.228 -0.885 -0.662
N 5.444 -0.752 -0.459
C 4.654 -1.345 -1.538
C 3.105 -1.343 -1.515
C 2.393 -0.680 -0.293
C 0.799 -0.729 -0.277
C -0.131 0.008 -1.274
C -1.675 -0.147 -1.071
N -2.294 -0.943 -0.047
C -3.764 -1.083 0.201
S -4.814 -1.107 -1.329
O -4.125 -1.665 -2.542
O -6.003 -2.003 -1.016
C -1.410 -1.654 0.878
C 0.130 -1.607 0.826
C 3.280 -0.031 0.809
C 4.845 -0.090 0.680
H 7.937 -0.775 0.577
H 7.651 0.039 -1.675
H 5.152 -1.853 -2.446
H 2.467 -1.816 -2.346
H 0.332 0.638 -2.119
H -2.328 0.445 -1.813
H -4.085 -0.215 0.892
H -3.913 -2.070 0.774
H -5.347 0.180 -1.519
H -1.894 -2.279 1.715
H 0.772 -2.181 1.594
H 2.769 0.488 1.700
H 5.457 0.396 1.524
C -2.881 3.567 2.018
C -3.956 2.983 1.124
O -3.374 2.091 0.172
H -2.137 4.103 1.423
H -3.312 4.256 2.747
H -2.350 2.774 2.554
H -4.468 3.775 0.575
H -4.698 2.435 1.712
H -2.930 1.389 0.665
*
```

***

Record 4
A structure of composition C12H25O13Tl at a distorted geometry, computed with ωB97M-V/def2-TZVPD.

Calculated total energy: -1622.50705 Eh
HOMO-LUMO gap (alpha / beta): 0.366 / 0.273 hartree
LUMO (alpha / beta): -2.959 / -5.491 eV
Largest force on an atom: 4.90 eV/A
HOMO energy (alpha / beta): -12.9 / -12.9 eV

ORCA input file:
```
! RIJCOSX wB97M-V def2-TZVPD def2/J DEFGRID3
* xyz 1 2
Tl 1.791 2.514 -0.654
O -0.273 0.540 -0.063
H -0.892 -0.214 -0.014
C -1.869 2.262 2.643
O -1.961 3.715 2.699
C -1.069 4.313 1.955
O -0.367 3.841 1.055
O -1.075 5.565 2.315
C -0.514 6.479 1.454
H -0.872 1.828 2.565
H -2.484 1.834 1.851
H -2.248 1.798 3.553
H -0.587 6.355 0.374
H 0.532 6.634 1.718
H -0.885 7.464 1.741
C 0.398 2.702 -5.452
O -0.534 1.700 -4.969
C -0.375 1.139 -3.832
O 0.452 1.425 -2.983
O -1.214 0.091 -3.823
C -1.248 -0.832 -2.752
H -0.141 3.542 -5.889
H 1.042 2.303 -6.236
H 0.955 3.155 -4.631
H -1.671 -0.436 -1.829
H -0.269 -1.248 -2.514
H -1.978 -1.585 -3.047
C 1.592 -2.944 -0.158
O 2.391 -2.552 0.912
C 3.051 -1.345 0.959
O 2.951 -0.360 0.142
O 3.976 -1.356 1.887
C 4.809 -0.244 2.223
H 1.327 -3.986 0.026
H 2.088 -2.973 -1.128
H 0.710 -2.304 -0.175
H 5.499 -0.510 3.023
H 4.279 0.611 2.644
H 5.393 0.001 1.336
C -1.781 -1.708 1.150
O -1.730 -2.934 0.474
C -1.888 -4.075 1.167
O -1.988 -4.222 2.396
O -1.882 -5.084 0.400
C -1.576 -6.403 0.863
H -2.047 -0.957 0.406
H -0.768 -1.398 1.405
H -2.488 -1.828 1.971
H -0.583 -6.524 1.297
H -1.647 -7.036 -0.022
H -2.333 -6.751 1.567
*
```